45
Properties=species:S:1:pos:R:3:forces:R:3 method="wB97M-V/def2-TZVPD" homo_lumo_gap_ev="5.36 / 5.54" total_charge=-1 max_force_ev_per_a=2.1 homo_ev="-2.81 / -2.98" relative_energy_kcal_mol=13.3 spin_multiplicity=4
Cr -0.22570 0.12002 -1.32961 0.51 -0.26 -1.00
Cl 0.83635 0.99478 -3.13511 1.09 0.93 0.45
Cl -1.27889 -1.67631 -2.21138 -0.57 -0.94 -0.22
H -0.10736 1.57267 -0.85372 -0.24 1.36 0.72
H 1.21787 0.04939 -0.83345 0.81 -0.24 0.62
P -0.05446 -0.03287 -5.36249 -1.02 -0.97 -0.75
C 1.68023 -0.56202 -5.94999 -0.15 0.04 0.22
C -1.19043 -0.89155 -6.63931 1.10 0.54 -1.14
C 0.01188 1.75157 -5.99191 0.00 0.11 0.22
C 2.29069 -1.66605 -5.05361 0.04 0.12 -0.16
H 2.27749 0.36000 -5.82218 -0.16 -0.36 0.06
C 1.78115 -0.98710 -7.41511 0.48 -0.01 -0.17
H 1.26539 -1.94161 -7.60004 0.10 0.37 -0.03
H 2.84628 -1.14581 -7.65392 -0.19 -0.06 -0.03
H 1.41470 -0.22202 -8.11233 -0.01 -0.39 0.20
H 2.25078 -1.41325 -3.98444 -0.12 -0.03 -0.37
H 3.34676 -1.82826 -5.33522 -0.24 0.09 0.09
H 1.77984 -2.62650 -5.21904 -0.01 0.25 0.14
H 1.00468 2.11086 -5.66075 -0.48 -0.16 0.10
C -1.05978 2.65443 -5.32398 0.13 -0.01 -0.18
C -0.02131 1.92235 -7.50697 -0.13 0.50 -0.23
H 0.94192 1.68764 -7.97514 -0.27 -0.06 0.08
H -0.22176 2.98378 -7.72414 0.03 -0.18 -0.13
H -0.81762 1.33569 -7.98297 0.25 0.15 0.00
H -0.98775 2.65817 -4.22825 0.02 -0.20 -0.36
H -2.07687 2.35886 -5.61967 0.24 0.01 0.13
H -0.92112 3.69259 -5.67102 0.00 -0.21 0.07
C -1.20715 -2.40704 -6.36816 -0.31 0.35 0.11
H -0.73145 -0.70192 -7.62842 -0.54 -0.30 0.03
C -2.59136 -0.26663 -6.58223 0.11 -0.42 0.05
H -0.23767 -2.89506 -6.56686 -0.38 0.25 0.23
H -1.96828 -2.90349 -6.99213 0.17 0.10 0.06
H -1.49385 -2.55512 -5.31906 0.21 -0.19 -0.08
H -2.90136 -0.24996 -5.53010 -0.14 0.21 -0.10
H -3.31768 -0.88774 -7.13133 0.14 0.11 0.08
H -2.63706 0.74901 -7.00790 0.09 -0.37 0.28
N -0.99026 0.27262 2.68209 -0.08 -0.35 0.40
C -0.69575 -1.08803 2.69444 -0.11 0.49 -0.28
C -0.51496 -1.45037 1.39332 -0.41 1.41 -0.22
N -0.69360 -0.31306 0.58220 -0.61 0.05 2.00
C -0.98977 0.69530 1.40372 0.29 -1.16 -0.30
H -1.19853 0.86161 3.47880 0.12 -0.34 -0.27
H -0.66329 -1.64044 3.61118 0.06 -0.13 0.10
H -0.29552 -2.41948 0.98416 0.05 0.07 -0.17
H -1.19462 1.72044 1.14385 0.15 -0.17 -0.27



52
Properties=species:S:1:pos:R:3:forces:R:3 method="wB97M-V/def2-TZVPD" homo_lumo_gap_ev="5.81 / 5.62" total_charge=+1 max_force_ev_per_a=3.8 homo_ev="-10.17 / -10.31" relative_energy_kcal_mol=0.0 spin_multiplicity=4
O 0.00369 0.30099 -5.11240 -0.91 -0.01 0.05
H -0.51330 -0.05111 -5.85644 0.34 0.15 0.38
Cr 0.06960 -0.01573 -0.00514 0.70 2.04 0.12
N 0.34118 1.58564 1.14268 2.05 1.86 -0.44
N 1.39148 0.99600 -1.07563 0.58 1.10 0.52
N -1.13394 -1.08030 1.24082 -0.18 -2.54 1.03
N -0.27650 -1.67147 -1.08773 -0.54 -2.33 0.04
O -0.34995 1.78508 2.24098 -0.34 -0.55 -0.02
O -1.40578 -0.71438 2.55450 0.05 0.00 -1.39
O 0.24369 -1.93089 -2.34050 -0.48 0.03 1.34
O 1.90737 0.44276 -2.12017 -0.50 0.06 0.34
C 1.93448 2.10125 -0.48181 -0.57 -1.44 -1.29
C 1.32893 2.45882 0.75913 -2.21 -2.05 1.27
C -1.32812 -2.34873 0.88773 -0.23 2.85 2.45
C -0.80115 -2.68391 -0.40174 1.39 1.22 -3.34
C 1.69629 3.58400 1.65873 0.12 0.15 -0.32
H 1.97351 3.23425 2.65274 -0.14 -0.15 0.04
H 0.86258 4.27311 1.77813 -0.11 0.00 0.07
H 2.53909 4.13285 1.25449 0.05 0.10 -0.02
C 3.07525 2.79546 -1.12461 0.16 0.08 -0.04
H 2.82960 3.05669 -2.15476 0.01 -0.10 -0.03
H 3.95314 2.14619 -1.15609 -0.03 -0.05 -0.08
H 3.34680 3.70586 -0.59585 -0.04 -0.03 0.00
C -1.99172 -3.33394 1.77718 -0.25 -0.23 0.05
C -0.82752 -4.06820 -0.93867 0.05 -0.24 0.03
H -2.62548 -2.83216 2.50758 0.16 0.04 -0.04
H -1.27353 -3.96023 2.31977 0.01 0.17 -0.11
H -2.61576 -4.00190 1.18247 0.04 -0.03 0.01
H -0.04334 -4.21171 -1.68123 -0.11 0.14 0.00
H -1.79357 -4.26867 -1.40916 0.03 -0.03 -0.03
H -0.68491 -4.80081 -0.14246 -0.08 0.08 0.00
H -1.09151 0.26008 2.57539 -0.04 -0.04 -0.05
H 0.83717 -1.15193 -2.50623 0.11 0.25 -0.06
C -0.92476 0.77610 -4.12044 0.27 0.12 -0.32
H -0.35347 1.47118 -3.49361 -0.19 -0.32 0.05
H -1.34693 -0.05321 -3.53091 0.21 0.20 -0.01
H -1.76965 1.33808 -4.54562 0.26 -0.14 -0.09
O -1.85291 1.00381 -0.33561 0.36 -0.28 0.59
H -2.39457 0.38046 0.19551 0.04 0.67 -0.47
H -1.78016 1.81060 0.22736 -0.08 -0.53 -0.37
C 1.85280 -0.27531 3.41383 -0.14 0.23 0.02
N 2.78498 -1.09495 2.64800 -0.25 -0.15 -0.92
C 3.93121 -1.67540 3.32608 0.76 -0.53 -0.18
C 2.61837 -1.35046 1.35040 0.67 0.04 1.32
O 1.69146 -0.92953 0.65573 -0.50 -0.14 -0.30
H 2.21581 -0.26076 4.44193 -0.23 0.08 -0.14
H 0.84158 -0.69687 3.38972 0.27 0.09 0.00
H 1.81931 0.75010 3.02956 -0.03 -0.26 0.07
H 3.90558 -2.77197 3.24999 -0.01 0.30 0.22
H 4.86488 -1.33856 2.85356 -0.22 0.00 0.30
H 3.92175 -1.37857 4.37528 0.07 -0.11 -0.24
H 3.40496 -1.99313 0.91484 -0.32 0.22 0.00



42
Properties=species:S:1:pos:R:3:forces:R:3 method="wB97M-V/def2-TZVPD" homo_lumo_gap_ev=9.10 total_charge=+1 max_force_ev_per_a=0.4 homo_ev=-12.18 relative_energy_kcal_mol=3.0 smiles=COCCCCCCCC[NH2+]C[C@H](C)F
C 3.30173 0.21252 2.65633 -0.01 -0.14 0.06
O 3.89769 -0.11063 1.41661 0.11 0.09 0.02
C 3.30203 0.43887 0.27142 0.00 -0.04 -0.22
C 2.36248 -0.55093 -0.46625 -0.29 0.09 0.15
C 2.05750 -1.83719 0.30065 0.02 -0.23 -0.11
C 1.60862 -2.98775 -0.60113 -0.25 0.06 0.06
C 0.22843 -2.85337 -1.26434 0.20 -0.11 0.03
C -0.91698 -2.48348 -0.31387 0.25 -0.09 0.10
C -1.19587 -0.99372 -0.08338 0.02 0.24 0.18
C -1.29751 -0.20608 -1.37378 -0.04 -0.34 -0.13
N -1.47495 1.28006 -1.16146 -0.29 -0.12 -0.11
C -2.37466 1.71016 -0.04891 -0.06 0.17 0.32
C -2.71480 3.17788 -0.22832 0.06 -0.07 0.42
C -3.70386 3.67077 0.81330 0.15 -0.05 -0.03
F -3.23389 3.29308 -1.51609 -0.02 0.11 -0.20
H 3.94785 0.88570 3.21967 0.02 0.08 0.02
H 3.16610 -0.70245 3.23438 0.01 -0.02 0.01
H 2.32399 0.68360 2.53172 -0.06 0.04 -0.04
H 2.75959 1.35616 0.51951 -0.01 0.04 0.13
H 4.10919 0.73366 -0.40070 0.03 -0.03 0.02
H 1.41782 -0.02761 -0.67087 0.05 -0.01 -0.10
H 2.77252 -0.80796 -1.44418 0.13 -0.02 0.01
H 2.94758 -2.16319 0.83665 0.08 0.09 -0.07
H 1.30659 -1.66234 1.07720 0.04 0.05 0.06
H 2.34640 -3.12075 -1.39392 0.09 -0.08 0.02
H 1.60712 -3.91074 -0.01705 0.02 0.01 0.05
H 0.30437 -2.17975 -2.12015 -0.11 0.08 -0.02
H -0.01107 -3.82703 -1.69420 0.00 0.02 -0.08
H -0.67956 -2.91179 0.66320 -0.13 -0.03 0.03
H -1.83586 -2.97670 -0.63187 -0.07 0.11 -0.12
H -2.13323 -0.91226 0.47092 -0.02 0.00 -0.01
H -0.42911 -0.54471 0.55634 0.08 -0.07 -0.10
H -2.13332 -0.55202 -1.98318 -0.11 0.12 0.08
H -0.40047 -0.31299 -1.97968 0.01 0.07 0.03
H -0.56582 1.72522 -1.04084 0.10 -0.04 0.05
H -1.87649 1.67055 -2.01775 0.06 0.12 -0.05
H -1.86654 1.55744 0.90141 0.05 -0.07 -0.06
H -3.27645 1.10324 -0.05763 -0.03 -0.08 -0.19
H -1.79595 3.77046 -0.19712 0.01 0.05 -0.11
H -3.59261 3.09975 1.73559 -0.03 0.02 0.04
H -4.72185 3.54873 0.45114 -0.03 -0.08 -0.04
H -3.53672 4.71757 1.05062 -0.06 0.04 -0.08



49
Properties=species:S:1:pos:R:3:forces:R:3 method="wB97M-V/def2-TZVPD" homo_lumo_gap_ev=2.61 total_charge=-1 max_force_ev_per_a=5.9 homo_ev=-4.15 relative_energy_kcal_mol=273.4
Mg 0.20666 0.37129 -0.27897 0.15 -0.15 -0.04
C -1.75930 -2.80269 -5.32208 -1.07 0.09 -0.24
C -2.78805 -1.78680 -4.59431 2.36 0.22 0.91
O -2.34840 -1.13320 -3.40623 -0.72 -1.22 -1.70
H -1.32945 -3.64314 -4.77713 0.15 0.51 0.74
H -1.00040 -2.33806 -5.95160 0.27 0.44 0.54
H -2.33788 -3.34754 -6.06806 -0.54 0.03 -0.26
H -3.70326 -2.36547 -4.46928 -0.29 -0.34 0.61
H -3.04253 -1.08386 -5.38754 0.01 0.49 -0.26
C 0.69553 3.30403 4.78100 0.42 1.10 -0.73
C 0.23956 4.14694 3.49510 -0.32 -3.26 -0.42
O -0.38739 3.30567 2.54624 -0.10 0.95 0.88
H 1.51823 3.85325 5.23885 0.26 -0.03 0.25
H 1.04052 2.29267 4.56600 0.06 0.14 -0.51
H -0.05188 3.18255 5.56504 -0.44 0.28 -0.28
H 1.03346 4.63448 2.92930 0.88 0.16 0.50
H -0.35407 4.97338 3.88587 -0.74 0.24 -0.12
C 4.53638 -3.61507 -1.87333 -0.23 0.31 -0.17
C 3.93179 -3.64283 -0.45822 -0.26 0.03 0.81
O 2.95846 -2.77695 0.02049 0.85 -0.20 -1.10
H 5.11729 -4.51918 -2.05564 -0.33 -0.50 0.22
H 5.29933 -2.86765 -2.09098 -0.55 0.75 0.06
H 3.68515 -3.60040 -2.55399 0.28 0.24 -0.45
H 4.78295 -3.57235 0.21903 0.64 0.29 0.53
H 3.67656 -4.69660 -0.34629 -0.71 -0.50 0.16
C 1.22459 3.94270 -4.54052 -1.79 -1.96 0.81
O 2.50355 4.32563 -4.16043 0.33 0.95 -1.05
C 3.22230 3.52508 -3.41801 -0.62 -2.79 4.58
O 2.90127 2.43639 -2.78866 1.32 4.57 -3.55
O 4.32495 4.25706 -3.16212 -1.04 0.03 -1.12
C 5.32931 3.71137 -2.39099 1.13 -0.37 1.21
H 0.58405 4.64667 -5.07179 1.16 0.53 -0.36
H 0.65063 3.76632 -3.63082 -0.07 -0.35 0.12
H 1.30621 2.99119 -5.06594 -0.37 0.09 -0.20
H 5.03225 3.57389 -1.35130 -0.43 -0.66 -0.11
H 6.10537 4.46743 -2.27179 0.13 -0.02 -0.67
H 5.70034 2.80576 -2.87089 0.18 -0.05 0.43
C -4.39574 -3.57019 2.93544 1.32 -0.09 -2.34
O -4.69907 -3.35651 4.25700 -1.08 -0.96 1.00
C -5.01924 -2.14865 4.65826 1.48 2.38 -1.08
O -4.90583 -1.11770 3.98575 -0.82 -2.09 1.64
O -5.28684 -2.27309 5.95969 0.07 0.37 0.21
C -5.33971 -1.09045 6.72920 -0.28 1.22 0.75
H -3.47272 -3.04975 2.67996 0.10 0.09 -0.02
H -5.11835 -3.24667 2.18626 -0.45 0.17 0.45
H -4.20692 -4.63070 2.76875 -0.17 0.01 0.37
H -5.10525 -1.29145 7.77454 -0.26 -0.72 -0.11
H -6.33229 -0.64271 6.68005 -0.04 -0.06 -0.05
H -4.62230 -0.30398 6.49492 0.12 -0.31 -0.84



61
Properties=species:S:1:pos:R:3:forces:R:3 method="wB97M-V/def2-TZVPD" homo_lumo_gap_ev="3.70 / 4.23" total_charge=-1 max_force_ev_per_a=6.1 homo_ev="-4.95 / -5.06" relative_energy_kcal_mol=284.7 spin_multiplicity=6
Mn 1.33535 -0.33826 -1.60642 1.11 0.06 -1.00
O 3.30860 -5.13084 -1.26737 -0.67 -0.08 1.18
C 3.57479 -4.17794 -2.18149 0.13 1.63 -3.47
O 3.09419 -3.00836 -2.12248 -0.87 0.64 1.75
O 4.21612 -4.51800 -3.19577 0.29 -0.89 0.71
H 3.57857 -5.92238 -1.73872 0.30 -0.27 0.05
O 4.85265 3.02345 0.56519 0.48 0.25 3.67
C 4.52302 2.71634 -0.64404 -0.09 1.35 -5.95
O 3.65110 1.90581 -0.93611 -2.42 -2.84 0.85
O 5.07433 3.39195 -1.56806 0.61 0.20 1.03
H 5.42793 3.76769 0.37345 0.49 0.32 0.31
O -1.07025 1.51555 -5.59535 1.69 -0.56 -0.95
C 0.20142 0.98726 -5.72279 3.84 -0.51 0.66
O 0.74177 0.48430 -4.69796 -0.37 -0.83 1.13
O 0.92517 1.15588 -6.77160 -3.09 0.01 1.59
H -0.80937 1.98500 -6.39107 -1.85 1.52 -1.22
O -1.04556 -2.88181 -1.67069 -1.51 -0.76 0.81
S -2.08945 -3.72371 -1.08801 -2.08 -0.34 0.54
O -3.42320 -3.23540 -0.61766 3.41 -0.78 -1.72
O -2.41919 -4.98287 -2.19302 0.47 2.27 1.89
C -1.72822 -5.00889 -3.47314 0.25 -0.96 0.13
C -1.90823 -6.43065 -3.91489 0.27 -0.99 0.28
C -1.45798 -4.59263 0.39467 0.66 -1.76 -0.71
H -0.65683 -4.86911 -3.32928 -0.16 0.73 -0.10
H -2.19896 -4.37662 -4.22596 0.21 0.58 0.50
H -1.39310 -7.10434 -3.23016 0.00 0.04 0.26
H -1.41601 -6.62789 -4.86721 -0.41 0.24 -0.26
H -2.95867 -6.71992 -3.88295 0.01 0.03 -0.45
H -0.98380 -4.01322 1.18686 -0.58 0.69 -0.39
H -0.70284 -5.33762 0.14396 0.55 0.46 -0.81
H -2.17998 -5.31842 0.76889 -0.80 0.84 0.08
O -1.17613 4.74469 -1.62419 0.61 -1.01 0.90
S -0.87303 3.93652 -0.46474 0.89 -2.19 2.60
O -0.49475 2.48435 -0.50944 -1.11 3.73 -0.23
O 0.29883 4.63367 0.50260 -1.61 -0.54 -1.49
C 0.40604 6.07718 0.24915 1.12 -0.59 0.45
C 1.09527 6.69134 1.46545 1.24 -0.07 0.27
C -2.24203 4.25297 0.78701 -0.06 -0.30 -1.88
H -0.55758 6.49688 -0.03961 0.12 0.09 0.13
H 1.10156 6.05176 -0.58972 -0.20 0.87 -0.11
H 1.80537 7.46652 1.17743 -0.38 0.36 -0.36
H 1.80307 5.97533 1.88310 -0.11 -0.51 -0.18
H 0.58562 7.06065 2.35537 -0.85 -0.06 -0.48
H -2.63646 3.36293 1.27727 0.67 -0.01 0.12
H -3.03506 4.59137 0.12016 -0.12 0.27 0.22
H -1.89931 5.05867 1.43623 -0.09 -0.34 -0.01
O 1.20388 -1.43326 4.28683 -0.15 0.68 0.26
S 0.62512 -0.44757 3.42039 -1.45 -0.68 -2.36
O 0.65461 -0.81660 1.95674 -0.29 2.07 3.81
O -1.00895 -0.23693 3.80630 2.63 -0.93 -1.52
C -1.47277 -0.35629 5.15220 -0.89 -0.61 -0.28
C -2.91374 -0.82468 4.92701 -0.40 0.79 0.10
C 1.15431 1.28108 3.93887 -0.17 -1.35 -0.77
H -1.28840 0.64235 5.54821 -0.57 -0.22 0.78
H -1.05810 -1.17043 5.74661 1.02 0.36 -0.17
H -2.93813 -1.86127 4.59088 0.28 0.10 -0.14
H -3.34387 -0.19135 4.15113 -0.23 -0.13 0.02
H -3.55955 -0.78336 5.80412 0.21 0.21 0.19
H 1.07133 1.26989 5.02565 -0.01 -0.11 -0.10
H 0.44483 1.97657 3.49050 0.20 -0.11 -0.09
H 2.18476 1.45278 3.62776 -0.15 -0.05 -0.09



no.,E_tot (eV)
1,-78618.6705
2,-63076.1567
3,-19130.1562
4,-36743.3432
5,-113555.7981